w.
{
  "formula": "C3H4F3NO3",
  "method": "wB97M-V/def2-TZVPD",
  "lumo_energy_ev": -0.034,
  "smiles": "C[C@](O)([N+](=O)[O-])C(F)(F)F",
  "total_charge": 0,
  "e_homo_ev": -11.25,
  "multiplicity": 1,
  "orbital_gap_ev": 11.22,
  "symbols": ["C", "C", "O", "N", "O", "O", "C", "F", "F", "F", "H", "H", "H", "H"],
  "positions_angstrom": [[-0.33, 0.38, 0.36], [0.94, -0.19, -0.34], [0.72, -0.18, -1.67], [1.33, -1.68, 0.17], [1.27, -1.79, 1.38], [1.56, -2.54, -0.65], [2.08, 0.70, 0.07], [2.42, 0.56, 1.38], [1.81, 1.98, -0.18], [3.18, 0.41, -0.69], [-0.25, 0.60, 1.55], [-1.26, -0.09, 0.25], [-0.54, 1.37, -0.20], [1.46, -0.54, -2.24]]
}



x.
{
  "formula": "C3H4F3NO3",
  "method": "wB97M-V/def2-TZVPD",
  "lumo_energy_ev": 0.175,
  "smiles": "CC(=O)C(F)(F)F.O=NO",
  "total_charge": 0,
  "e_homo_ev": -10.50,
  "multiplicity": 1,
  "orbital_gap_ev": 10.68,
  "symbols": ["C", "C", "O", "C", "F", "F", "F", "H", "H", "H", "O", "N", "O", "H"],
  "positions_angstrom": [[1.09, 1.42, -0.13], [0.61, 0.09, -0.61], [0.06, -0.16, -1.62], [1.04, -1.01, 0.34], [0.69, -0.78, 1.67], [2.38, -0.99, 0.23], [0.67, -2.26, 0.05], [0.57, 2.15, -0.63], [2.26, 1.49, -0.46], [1.16, 1.54, 1.01], [-2.32, 0.12, 1.48], [-2.91, -0.46, 0.58], [-2.32, -0.41, -0.61], [-2.98, -0.74, -1.28]]
}



Ordering by calculated energy gives the sequence w, x, with the first entry being the most stable.



w.
{
  "formula": "C14H19N2S2",
  "method": "wB97M-V/def2-TZVPD",
  "lumo_energy_ev": -4.166,
  "smiles": "C=Cc1c(S)c([C@@H](C)CC)[nH+]c(CC)c1[N+]#C[S-]",
  "total_charge": 1,
  "e_homo_ev": -11.15,
  "multiplicity": 1,
  "orbital_gap_ev": 6.99,
  "symbols": ["C", "C", "C", "C", "S", "C", "C", "C", "C", "C", "N", "C", "C", "C", "C", "N", "C", "S", "H", "H", "H", "H", "H", "H", "H", "H", "H", "H", "H", "H", "H", "H", "H", "H", "H", "H", "H"],
  "positions_angstrom": [[2.19, 3.64, -0.12], [1.48, 2.72, -0.93], [1.08, 1.39, -0.30], [-0.34, 1.15, 0.10], [-1.52, 2.48, -0.22], [-0.75, -0.12, 0.68], [-2.19, -0.54, 1.11], [-2.97, 0.52, 1.96], [-2.96, -1.07, -0.19], [-4.01, -0.09, -0.81], [0.24, -1.08, 0.84], [1.56, -0.94, 0.50], [2.53, -2.14, 0.77], [3.26, -2.65, -0.54], [2.04, 0.29, -0.09], [3.42, 0.51, -0.52], [3.43, 0.35, -1.76], [3.71, -0.24, -3.22], [3.29, 3.44, 0.02], [1.66, 4.48, 0.38], [1.22, 2.88, -2.02], [-1.92, 2.43, -1.53], [-2.06, -1.44, 1.78], [-3.81, -0.02, 2.49], [-3.40, 1.37, 1.38], [-2.32, 0.92, 2.79], [-2.17, -1.29, -0.96], [-3.41, -2.06, 0.08], [-3.99, -0.26, -1.93], [-5.05, -0.31, -0.48], [-3.80, 0.99, -0.66], [-0.04, -1.99, 1.23], [1.94, -3.01, 1.18], [3.32, -1.82, 1.50], [2.53, -2.89, -1.36], [4.08, -1.98, -0.90], [3.74, -3.63, -0.27]]
}



x.
{
  "formula": "C14H19N2S2",
  "method": "wB97M-V/def2-TZVPD",
  "lumo_energy_ev": -5.294,
  "total_charge": 1,
  "e_homo_ev": -10.90,
  "multiplicity": 1,
  "orbital_gap_ev": 5.60,
  "symbols": ["C", "C", "C", "C", "C", "S", "C", "C", "C", "S", "C", "C", "H", "H", "H", "H", "H", "H", "H", "H", "H", "H", "H", "C", "C", "N", "C", "C", "N", "H", "H", "H", "H", "H", "H", "H", "H"],
  "positions_angstrom": [[-1.47, 2.15, 3.51], [-2.03, 0.91, 3.28], [-2.05, 0.38, 2.01], [-1.52, 1.09, 0.91], [-1.49, 0.54, -0.38], [-0.89, 1.54, -1.69], [-1.74, 0.90, -3.12], [-1.63, -0.62, -3.19], [-2.58, -1.29, -2.21], [-2.02, -1.13, -0.53], [-0.98, 2.38, 1.18], [-0.95, 2.89, 2.45], [-1.44, 2.55, 4.50], [-2.44, 0.34, 4.10], [-2.47, -0.59, 1.84], [-2.78, 1.22, -3.04], [-1.32, 1.38, -4.01], [-1.79, -0.98, -4.22], [-0.61, -0.90, -2.92], [-3.58, -0.85, -2.25], [-2.70, -2.36, -2.43], [-0.56, 2.94, 0.36], [-0.51, 3.85, 2.64], [-5.90, 2.12, -2.73], [-5.84, 2.46, -1.30], [-4.93, 2.00, -0.50], [-5.18, 2.45, 0.81], [-6.51, 3.24, 0.78], [-6.77, 3.29, -0.65], [-6.80, 2.51, -3.20], [-5.03, 2.53, -3.26], [-5.89, 1.04, -2.87], [-5.23, 1.59, 1.49], [-4.34, 3.08, 1.13], [-7.31, 2.72, 1.30], [-6.42, 4.25, 1.19], [-7.76, 3.31, -0.94]]
}



Ordering by calculated energy gives the sequence x, w, with the first entry being the most stable.



w.
{
  "formula": "C2H9NS",
  "method": "wB97M-V/def2-TZVPD",
  "lumo_energy_ev": 0.999,
  "smiles": "CSC.N",
  "total_charge": 0,
  "e_homo_ev": -8.44,
  "multiplicity": 1,
  "orbital_gap_ev": 9.44,
  "symbols": ["C", "S", "C", "H", "H", "H", "H", "H", "H", "N", "H", "H", "H"],
  "positions_angstrom": [[0.83, -1.26, 0.05], [0.58, 0.04, 1.27], [-1.18, -0.28, 1.61], [1.78, -1.77, 0.21], [0.80, -0.84, -0.95], [0.05, -2.01, 0.10], [-1.62, 0.53, 2.21], [-1.71, -0.38, 0.67], [-1.24, -1.18, 2.23], [0.48, 1.51, -1.90], [0.24, 1.66, -0.93], [-0.30, 1.90, -2.41], [1.29, 2.08, -2.15]]
}



x.
{
  "formula": "C2H9NS",
  "method": "wB97M-V/def2-TZVPD",
  "lumo_energy_ev": 1.080,
  "smiles": "[H][H].C1CS1.N",
  "total_charge": 0,
  "e_homo_ev": -8.60,
  "multiplicity": 1,
  "orbital_gap_ev": 9.68,
  "symbols": ["H", "H", "C", "C", "S", "H", "H", "H", "H", "N", "H", "H", "H"],
  "positions_angstrom": [[-2.19, -3.21, -0.60], [-1.76, -3.10, -0.02], [-0.86, -0.03, 0.75], [-0.49, 1.32, 0.26], [0.89, 0.29, 0.90], [-0.99, -0.80, 0.01], [-1.71, -0.28, 1.38], [-0.65, 1.36, -0.81], [-0.77, 2.16, 0.87], [0.10, -0.76, -2.15], [-0.25, -1.50, -1.57], [-0.36, -0.99, -3.04], [1.06, -0.64, -2.45]]
}



Ordering by calculated energy gives the sequence w, x, with the first entry being the most stable.



w.
{
  "formula": "C4H5N",
  "method": "wB97M-V/def2-TZVPD",
  "lumo_energy_ev": [-0.628, -0.759],
  "total_charge": 0,
  "e_homo_ev": [-7.73, -7.69],
  "multiplicity": 1,
  "orbital_gap_ev": [7.11, 6.93],
  "symbols": ["N", "C", "C", "C", "C", "H", "H", "H", "H", "H"],
  "positions_angstrom": [[-0.40, -2.21, -0.26], [-0.24, -1.21, 0.43], [-0.20, -0.06, 1.19], [-0.09, 0.98, 0.11], [0.18, -0.12, -0.89], [0.14, -0.01, 2.22], [0.77, 1.65, 0.17], [-1.00, 1.57, -0.08], [1.22, -0.33, -1.11], [-0.50, -0.31, -1.72]]
}



x.
{
  "formula": "C4H5N",
  "method": "wB97M-V/def2-TZVPD",
  "lumo_energy_ev": 0.305,
  "smiles": "C/C=C/C#N",
  "total_charge": 0,
  "e_homo_ev": -9.91,
  "multiplicity": 1,
  "orbital_gap_ev": 10.21,
  "symbols": ["C", "C", "C", "C", "N", "H", "H", "H", "H", "H"],
  "positions_angstrom": [[-0.43, -0.66, -1.38], [-0.35, -0.19, 0.06], [0.73, 0.34, 0.76], [0.41, 1.01, 2.00], [0.19, 1.68, 2.93], [-0.33, -1.89, -1.31], [0.70, -0.29, -1.84], [-1.41, -0.43, -2.15], [-1.22, -0.22, 0.73], [1.72, 0.65, 0.21]]
}



Ordering by calculated energy gives the sequence x, w, with the first entry being the most stable.



w.
{
  "formula": "C4H5N",
  "method": "wB97M-V/def2-TZVPD",
  "lumo_energy_ev": 1.046,
  "smiles": "c1cc[nH]c1",
  "total_charge": 0,
  "e_homo_ev": -8.93,
  "multiplicity": 1,
  "orbital_gap_ev": 9.97,
  "symbols": ["C", "C", "C", "N", "C", "H", "H", "H", "H", "H"],
  "positions_angstrom": [[1.10, -0.26, 0.27], [-0.08, -0.62, 0.98], [-1.17, -0.15, 0.45], [-0.58, 0.38, -0.76], [0.86, 0.52, -0.79], [2.12, -0.23, 0.47], [-0.01, -1.38, 1.69], [-2.30, -0.20, 0.40], [-1.33, 1.32, -1.05], [1.29, 0.91, -1.68]]
}



x.
{
  "formula": "C4H5N",
  "method": "wB97M-V/def2-TZVPD",
  "lumo_energy_ev": 1.131,
  "smiles": "C#C[C@H]1CN1",
  "total_charge": 0,
  "e_homo_ev": -9.54,
  "multiplicity": 1,
  "orbital_gap_ev": 10.68,
  "symbols": ["C", "C", "C", "C", "N", "H", "H", "H", "H", "H"],
  "positions_angstrom": [[-0.67, 2.10, 0.58], [-0.31, 0.96, 0.59], [0.22, -0.40, 0.59], [-0.33, -1.37, -0.38], [1.11, -0.65, -0.52], [-1.00, 3.12, 0.58], [0.57, -0.75, 1.55], [-1.09, -0.94, -1.05], [0.48, -2.07, -0.66], [1.02, 0.00, -1.28]]
}



Ordering by calculated energy gives the sequence w, x, with the first entry being the most stable.